C86H182N10O4 | the ωB97M-V functional and the def2-TZVPD basis

The geometry in XYZ format:
```
282
Properties=species:S:1:pos:R:3:lowdin_charge:R:1
H -2.9088 39.8358 -15.0499 0.077
H -4.3275 27.7838 -13.8886 0.122
H -15.1750 31.2227 -7.7020 0.140
N -1.0698 33.4901 -10.2807 -0.273
C -4.0113 27.1942 -10.6922 0.092
H -3.8822 26.7252 -11.6676 0.116
H -13.3824 32.6020 -12.9426 0.078
H -1.5241 35.2298 -11.2973 0.095
C -7.9854 34.2414 -7.2407 -0.135
H -9.9161 34.2327 -16.5681 0.109
C -8.2850 36.7397 -7.5631 -0.072
H -12.1739 31.2237 -18.0716 0.126
C -8.1641 37.2019 -13.2244 -0.179
H -11.2343 32.5754 -11.3730 0.074
H -2.3347 37.2634 -15.3247 0.136
C -14.1027 31.2894 -7.5181 -0.151
H -4.7367 32.6818 -19.2735 0.078
H -8.9327 25.5429 -10.3054 0.101
C -9.0319 33.5952 -16.5714 0.026
H -16.0067 35.8931 -15.3319 0.134
C 0.0119 32.9190 -9.3167 -0.076
H -9.2151 32.6061 -19.7754 0.146
H -0.2415 31.8591 -9.2960 0.132
H -3.4007 30.3256 -9.9395 0.086
H -0.2871 35.4580 -10.0164 0.113
C -6.0793 35.6009 -8.3474 0.051
H -14.6716 34.6131 -17.0708 0.109
H -5.7087 36.6069 -8.5441 0.110
C -9.3221 38.1614 -16.0533 0.040
H -7.7011 35.7211 -11.5328 0.047
H -10.9772 27.9120 -10.2076 0.080
O -9.3736 30.2313 -10.3965 0.026
N -2.7753 36.2256 -17.1784 -0.217
C -2.6735 39.9332 -16.1097 -0.074
C -16.5849 31.6904 -14.4266 0.066
H -8.3863 27.7510 -9.2472 0.072
H -8.5015 35.9156 -9.5964 0.066
C -1.4887 32.5363 -11.4290 -0.060
C -15.5052 33.9630 -14.4287 -0.082
H -4.0744 29.8148 -21.1271 0.109
C -3.8427 29.7185 -9.1494 -0.205
H -10.2758 35.4307 -11.4262 0.055
H -9.0714 36.5254 -6.8393 0.137
H -10.8862 33.3433 -7.5185 0.088
C -4.1610 30.5367 -7.8628 -0.068
H -12.5602 29.7118 -7.9224 0.108
H -13.0411 33.8176 -10.3449 0.125
H -5.5593 35.8208 -5.8616 0.137
H -12.0759 34.5811 -9.1004 0.126
C -4.1334 35.6714 -16.7551 -0.108
C -3.9469 35.1636 -15.3526 -0.189
H -16.0028 34.0853 -13.4666 0.135
C -13.5954 31.6674 -13.4615 -0.196
H -0.6212 32.4852 -12.0871 0.143
H -7.9828 42.0131 -14.3674 0.153
H -13.9348 30.8753 -6.5239 0.137
H -16.7355 32.3737 -16.6822 0.141
C -6.6490 35.7996 -5.8770 -0.080
C -12.1321 33.7100 -9.7531 -0.043
H -6.0866 28.6176 -22.5334 0.137
C -8.3511 30.6933 -13.7744 -0.266
N -9.4953 26.1210 -8.4023 -0.196
N -8.1150 38.7428 -15.3499 -0.246
C -11.4271 27.0830 -9.6612 -0.126
H -9.8520 25.7214 -3.7306 0.085
H -14.4203 31.3432 -12.8271 0.093
H -11.6571 33.6154 -18.2540 0.118
H -6.9206 33.3826 -19.0163 0.117
N -7.2844 35.5793 -7.2603 -0.183
H -7.5477 31.2552 -16.8637 0.104
H -7.7093 35.0491 -13.1056 0.050
H -4.7280 31.4421 -8.0794 0.057
C -13.5937 32.6828 -7.8248 -0.044
C -9.7536 25.2027 -9.6741 -0.058
C -3.0334 38.6812 -16.8496 -0.244
H 1.0836 33.2471 -6.0709 0.092
C -8.0562 41.2228 -15.1146 -0.119
H -7.0186 36.7565 -5.5086 0.136
H -7.9310 37.3135 -9.5811 0.097
H -5.5940 26.4831 -21.7428 0.142
N -4.9900 28.3372 -11.0196 -0.232
H 0.9141 33.0762 -9.9079 0.141
H -11.1629 25.5882 -11.3569 0.122
C -3.5511 33.6321 -10.7286 -0.132
C -2.8721 33.0084 -11.9421 -0.150
H -3.1012 27.6917 -19.6311 0.131
H -4.1494 28.8932 -19.0508 0.105
H -3.1277 29.0111 -8.7293 0.121
H -1.9982 34.7019 -14.5928 0.106
C -10.6806 34.4938 -11.8087 -0.068
H -11.7505 31.0082 -9.8681 0.095
C -8.9032 30.2397 -12.5132 0.073
C -4.0947 28.1060 -19.8027 -0.044
O -8.7452 30.3401 -14.8907 0.078
H -9.3892 24.2106 -4.3339 0.092
H -4.7728 31.4495 -18.0208 0.080
H -13.3128 33.2975 -6.9696 0.144
H -8.8097 41.4692 -15.8626 0.141
H -6.4409 41.4877 -16.5079 0.144
H -8.6510 24.3807 -7.3945 0.141
H -5.2274 26.6466 -17.5923 0.139
H -0.7872 33.5906 -7.3790 0.095
H -9.5935 24.1426 -9.4776 0.142
H -11.5423 33.1611 -19.9135 0.148
H -6.3782 28.8965 -18.2815 0.089
H -17.4992 32.2669 -14.5670 0.122
N -5.1040 26.9270 -19.7184 -0.240
H -10.8873 24.8803 -4.8585 0.079
H -2.7772 33.4169 -15.4801 0.124
C -1.9208 35.0672 -16.7047 -0.076
H -5.6692 31.2783 -19.6027 0.070
H -12.5036 29.7152 -13.6214 0.091
H -6.9340 27.8149 -16.1601 0.058
H -6.4362 25.8484 -18.5571 0.143
H -14.0914 29.6719 -8.7672 0.128
H -4.5010 34.9065 -17.4392 0.125
H -3.7166 25.6348 -20.6606 0.122
H -14.4005 33.0679 -8.4484 0.140
H -8.8410 37.6467 -16.8850 0.104
H -3.0611 27.6016 -10.3468 0.108
H -2.9056 35.4573 -19.2051 0.103
O -6.6967 32.2961 -14.7069 0.010
H -16.2017 34.4727 -17.7960 0.146
H -2.5690 32.9951 -8.8111 0.112
H -3.2965 40.7961 -16.3452 0.091
H -15.1150 32.2281 -17.3072 0.133
H -14.1606 30.8869 -15.4731 0.131
H -7.9159 37.7329 -7.3075 0.151
H -11.5382 34.6008 -12.4729 0.079
C -9.3533 25.1743 -7.1393 -0.105
H -5.2395 34.9501 -8.1038 0.090
H -7.4823 35.0658 -4.0166 0.144
C -4.3540 28.7651 -21.2170 -0.115
C -7.2327 34.6854 -5.0071 -0.119
C -9.1391 25.9374 -5.8338 -0.205
H -3.8548 25.4228 -18.9277 0.111
C -7.1176 32.4660 -12.3518 0.010
H -6.4375 35.2213 -9.3043 0.062
H -4.2981 32.9866 -10.2667 0.089
H -1.6944 31.5868 -10.9348 0.112
H -2.7133 38.7983 -17.8850 0.121
H -1.2327 37.6164 -16.5961 0.154
C -7.1782 39.3900 -16.3507 -0.097
C -9.8495 25.1448 -4.6556 -0.058
H -6.8139 27.0201 -10.8648 0.113
H -4.1122 38.5642 -16.7470 0.089
H -1.6098 40.1703 -16.1280 0.104
C 0.1329 33.6629 -7.9588 -0.208
H -9.4950 29.3386 -12.5792 0.144
C -2.2932 37.4647 -16.3951 -0.106
H -7.6954 39.4746 -17.3064 0.143
N -15.4349 32.5233 -15.0895 -0.209
C -7.3743 37.7290 -14.4481 -0.098
H -2.2102 34.7122 -9.1591 0.126
H -4.0095 35.9785 -14.6313 0.116
H 0.3926 34.7214 -7.9458 0.115
C -6.6073 32.6680 -18.2552 -0.229
C -2.5946 36.3857 -18.7261 0.081
H -9.5467 26.9439 -5.9285 0.095
C -13.3215 30.3412 -8.3831 -0.134
H -9.9693 38.9405 -16.4560 0.125
C -0.5925 34.8561 -10.8723 0.086
C -7.2937 31.8751 -13.7001 -0.313
H -2.8633 33.6808 -12.8000 0.083
H -11.0052 30.8379 -19.3418 0.144
C -2.6357 34.4973 -15.4530 -0.164
C -2.4141 33.7349 -9.5965 -0.084
H -6.3056 33.2876 -17.4108 0.076
N -9.1080 32.5398 -17.6457 -0.209
H -3.5114 32.1838 -12.2570 0.096
C -11.2396 31.5359 -18.5382 -0.153
C -11.1415 32.9300 -18.9266 -0.161
H -9.1450 36.8496 -13.5434 0.100
H -4.5074 26.6166 -9.9122 0.123
H -9.9311 37.6126 -15.3350 0.094
H -7.0698 36.9395 -15.1353 0.117
H -9.2881 34.6757 -5.7570 0.115
C 1.3150 33.0525 -7.1182 -0.056
H -3.2418 30.9200 -7.4197 0.083
H 2.2286 33.5386 -7.4606 0.092
H -4.6679 34.3711 -15.1521 0.109
H -8.1324 26.7796 -16.8669 0.097
H -16.6171 30.7302 -14.9413 0.119
H -9.2856 34.2120 -18.9951 0.137
H -6.2937 34.1444 -4.8894 0.126
H -7.8455 27.4950 -7.5946 0.094
C -6.0321 27.0669 -20.9333 -0.077
H -7.0009 26.6317 -20.6883 0.144
H -8.5321 28.4041 -16.7641 0.061
C -6.7931 40.7549 -15.7818 -0.135
C -10.9372 33.4188 -10.7497 -0.195
C -10.7477 26.9928 -8.3054 -0.122
C -10.0165 37.5432 -9.3602 -0.059
C -6.3833 27.8207 -11.4664 -0.092
C -9.6164 33.1751 -18.9368 -0.074
H -8.1394 37.9319 -12.4153 0.110
H -1.5387 36.5880 -18.9056 0.131
H -1.8750 34.3620 -17.5346 0.137
H -11.4670 31.6659 -6.9976 0.118
C -6.2559 27.3597 -12.9061 -0.153
H -11.8123 24.9312 -9.8370 0.127
H -5.0909 30.1027 -12.2607 0.110
H -5.6062 28.8072 -14.3060 0.102
H -9.7685 30.5883 -17.1066 0.105
H -12.1181 30.5230 -12.1845 0.044
C -12.7314 31.2845 -9.4814 -0.123
H -0.9166 35.4441 -16.5104 0.144
C -16.1299 34.8320 -15.5486 -0.136
H 1.5105 31.9857 -7.2268 0.083
H -8.7673 34.2314 -8.0000 0.105
H -3.7604 28.3828 -22.0474 0.133
H -6.4096 35.9687 -12.4904 0.073
C -8.7424 30.8962 -11.3282 -0.289
C -15.7218 32.7594 -16.5741 -0.117
C -4.4328 25.5399 -19.8444 0.049
C -10.2515 31.5237 -17.3892 -0.100
H -7.5778 27.9337 -19.0529 0.109
C -11.0951 32.3098 -7.7946 0.068
C -4.6126 29.1233 -12.2594 -0.072
H -8.1120 34.1509 -16.7534 0.091
H -10.8011 31.7547 -16.4767 0.115
H -16.3649 31.5716 -13.3656 0.090
H -7.9812 39.8382 -13.4917 0.126
C -12.3868 30.7225 -13.2218 -0.090
C -5.8377 28.4935 -21.4795 -0.142
H -6.4091 38.6471 -16.5620 0.103
H -8.6496 33.0599 -5.5126 0.132
C -8.1541 26.9851 -8.5072 0.024
H -6.5120 29.1928 -20.9852 0.090
H -8.0905 25.9929 -5.5416 0.112
H -6.9920 28.7216 -11.5433 0.109
H -9.8788 34.1918 -12.4825 0.054
H -5.8016 30.0482 -9.9212 0.123
C -5.1970 28.2723 -13.4489 -0.143
H 0.1539 34.5269 -11.5952 0.117
H -6.4690 38.2831 -14.2002 0.138
H -13.3212 32.4922 -15.5756 0.116
H -10.4077 27.9576 -7.9290 0.119
H -12.5094 27.1914 -9.7323 0.120
O -7.3834 32.5196 -10.0670 -0.042
H -10.0754 33.0913 -10.1684 0.079
H -6.3771 33.2476 -12.2677 0.103
C -7.7588 31.7735 -17.7990 -0.096
C -5.8823 26.7814 -18.4532 -0.136
H -3.2790 37.1600 -19.0726 0.106
H -17.1955 34.6990 -15.3621 0.129
H -13.4166 31.6034 -10.2669 0.131
H -10.1055 38.5431 -8.9354 0.102
H -11.4238 26.4580 -7.6383 0.146
H -10.3177 24.6664 -7.1493 0.129
H -4.8972 36.4481 -16.7944 0.112
N -12.3165 32.5012 -8.7542 -0.234
H -3.9692 34.6216 -10.9136 0.104
H -5.6959 28.4769 -9.1041 0.121
C -5.1628 29.1838 -9.7400 -0.101
C -15.6748 34.2360 -16.8716 -0.135
H -7.9555 30.9948 -18.5360 0.131
C -7.4964 35.9758 -12.5727 -0.101
H -14.5091 34.3182 -14.1645 0.105
H -10.8198 36.9434 -8.9324 0.073
C -8.3764 34.0790 -5.7862 -0.143
C -7.7253 32.0432 -11.2109 -0.397
H -7.3152 26.3309 -8.7446 0.096
C -8.7253 36.8162 -9.0244 -0.266
H -10.1474 32.0571 -8.2702 0.086
C -8.4884 39.9456 -14.4505 -0.105
H -7.2605 33.4675 -7.4930 0.123
H -7.1224 27.3385 -13.5669 0.123
C -5.3710 31.9395 -18.7890 -0.072
C -11.0971 25.6307 -10.2697 -0.103
H -5.9374 40.6732 -15.1116 0.119
H -9.5568 39.9318 -14.2354 0.144
C -13.9970 31.8568 -15.0033 -0.047
H -5.8638 26.3428 -12.8934 0.127
C -6.8819 27.9323 -18.2140 -0.238
H -3.5300 29.2472 -12.2298 0.134
H -11.4925 31.2301 -13.5834 0.054
H -5.1286 24.7204 -20.0244 0.128
H -4.7171 29.8533 -7.2212 0.092
H -10.0671 37.6494 -10.4438 0.066
C -7.6724 27.7634 -16.9602 -0.093
H -8.9135 33.0082 -15.6607 0.080
```

Properties
E_LUMO (alpha / beta): -0.6172 / -0.6819 hartree
<S²>: 0.78
total charge: +9
orbital gap (alpha / beta): 0.2775 / 0.2037 hartree
E_tot: -4230.29178 Eh
spin multiplicity: 2
molar mass: 1420.47 g/mol
F_max: 4.4 eV Å⁻¹